[1]
{"formula": "C4H8O", "method": "wB97M-V/def2-TZVPD", "symbols": ["C", "C", "H", "H", "H", "H", "O", "C", "C", "H", "H", "H", "H"], "coordinates": [[2.65289, -1.19074, -3.32965], [3.31519, -0.20567, -2.73516], [1.80647, -1.66358, -2.84661], [2.80344, -1.48482, -4.36018], [2.91180, 0.28184, -1.86000], [3.97106, 0.42048, -3.32875], [-1.20074, -0.32517, 2.64313], [-1.81371, 0.14203, 1.72550], [-2.74450, 1.34083, 1.82370], [-1.88824, -0.30808, 0.71561], [-3.63431, 1.08673, 1.25416], [-3.01594, 1.67477, 2.82080], [-2.17008, 2.16267, 1.37568]], "de_lowest_kcal_mol": 39.8, "homo_energy_ev": -9.9, "smiles": "CC=O.C=C"}

***

[2]
{"formula": "H4O2", "method": "wB97M-V/def2-TZVPD", "symbols": ["H", "H", "H", "H", "O", "O"], "coordinates": [[-0.78443, 0.00412, 0.03000], [-1.34112, -1.41625, 0.36982], [1.59287, 1.50877, 0.12767], [1.18153, 0.22321, 0.88354], [-1.49605, -0.59341, -0.18847], [1.41494, 0.55343, 0.01209]], "de_lowest_kcal_mol": 5.2, "homo_energy_ev": -11.3, "smiles": "O.O"}

***

[3]
{"formula": "C18H41EuN2OP3S", "method": "wB97M-V/def2-TZVPD", "symbols": ["Eu", "P", "P", "P", "H", "C", "C", "H", "C", "C", "C", "C", "C", "C", "C", "C", "C", "H", "H", "H", "H", "H", "H", "H", "H", "H", "H", "H", "H", "H", "H", "H", "H", "H", "H", "H", "H", "H", "H", "H", "H", "H", "H", "H", "H", "H", "C", "C", "C", "C", "C", "C", "S", "H", "H", "H", "H", "H", "H", "N", "C", "N", "O", "H", "H", "H", "H"], "coordinates": [[-0.27952, -0.46418, 1.23456], [2.13448, 1.17875, 2.18112], [-2.14521, 2.08263, 1.37437], [0.61081, 1.10125, -0.96923], [-0.86685, -3.39416, 0.16630], [0.07534, -3.17907, -0.35562], [1.27564, -3.08464, 0.26142], [1.41595, -3.23461, 1.33998], [2.69193, 0.82675, 3.89590], [2.10167, 3.00710, 2.31081], [3.73563, 0.95405, 1.32423], [-3.73344, 1.56962, 0.63738], [-2.68734, 2.48570, 3.07239], [-2.07075, 3.77724, 0.65716], [1.81241, 0.01320, -1.83387], [1.30533, 2.75512, -1.29187], [-0.89365, 1.16175, -2.00030], [0.00919, -3.09157, -1.45131], [2.18758, -2.91148, -0.32808], [2.67791, -0.25296, 4.07967], [2.03764, 1.31771, 4.62370], [3.71261, 1.19950, 4.02299], [1.30777, 3.30940, 3.00804], [1.89759, 3.45829, 1.33165], [3.06909, 3.37153, 2.68580], [3.95556, -0.11965, 1.25125], [4.52239, 1.44919, 1.90800], [3.70416, 1.37567, 0.31224], [-4.49738, 2.34609, 0.75470], [-4.05989, 0.64406, 1.12746], [-3.57167, 1.35967, -0.42686], [-3.64092, 3.03071, 3.05390], [-1.92645, 3.09550, 3.57742], [-2.82636, 1.55529, 3.63602], [-2.99727, 4.33613, 0.85784], [-1.91785, 3.70908, -0.42768], [-1.21857, 4.32619, 1.08076], [1.86074, 0.28997, -2.89743], [1.53373, -1.04976, -1.75123], [2.80314, 0.12081, -1.36862], [1.35977, 2.91224, -2.38200], [2.30535, 2.83356, -0.84007], [0.64475, 3.50630, -0.83148], [-0.62828, 1.44351, -3.02675], [-1.62527, 1.87179, -1.59189], [-1.38240, 0.17730, -2.01620], [-0.60172, -2.90490, -4.93324], [-1.68349, -2.85567, -5.82876], [-1.94702, -3.92181, -6.69807], [-1.08389, -5.03410, -6.69609], [0.10588, -5.02479, -5.94589], [0.36323, -3.93487, -5.08815], [-0.41296, -1.64049, -3.69943], [-1.55000, -1.85927, -2.89339], [-2.29318, -1.94895, -5.84122], [-2.80347, -3.88838, -7.38089], [-1.32426, -5.90587, -7.29757], [0.83574, -5.83945, -6.02861], [1.30772, -3.84175, -4.55854], [0.04953, -1.65584, 5.58859], [-0.31700, -0.58062, 4.83367], [-0.66264, 0.53798, 5.54263], [-0.25690, -0.59041, 3.56913], [-0.12801, -1.63763, 6.59317], [0.26386, -2.53623, 5.13844], [-0.95952, 1.39479, 5.08960], [-0.68098, 0.49766, 6.55803]], "de_lowest_kcal_mol": 0.0, "homo_energy_ev": [-15.0, -15.0], "s2": 12.44, "total_charge": 3, "multiplicity": 7}

***

[4]
{"formula": "C28H29N8PbS", "method": "wB97M-V/def2-TZVPD", "symbols": ["Pb", "N", "C", "C", "N", "C", "C", "N", "C", "C", "N", "H", "H", "H", "H", "H", "H", "C", "C", "C", "C", "C", "C", "C", "C", "C", "C", "C", "C", "C", "C", "C", "N", "H", "H", "H", "H", "H", "H", "H", "H", "H", "H", "S", "C", "C", "C", "C", "C", "N", "H", "H", "H", "H", "N", "C", "C", "N", "H", "H", "H", "H", "H", "H", "H", "H", "H"], "coordinates": [[0.56599, -0.04960, -0.06928], [4.25183, 1.76556, 2.78009], [4.97607, 0.60662, 2.63107], [4.11880, -0.28842, 2.06819], [2.89232, 0.29295, 1.86998], [3.00151, 1.52673, 2.30720], [1.91207, 2.48991, 2.23680], [0.77890, 2.24591, 1.61458], [0.02484, 3.38639, 1.72939], [0.70846, 4.32574, 2.43681], [1.91372, 3.74413, 2.75467], [4.61563, 2.62769, 3.14613], [6.00488, 0.53108, 2.93656], [4.31118, -1.31371, 1.80001], [-0.94899, 3.46490, 1.27589], [0.46364, 5.33009, 2.73505], [2.64109, 4.18002, 3.29384], [4.02201, 1.80074, -2.35529], [3.98421, 1.15057, -3.57798], [2.97729, 0.23851, -3.84532], [1.99395, -0.03607, -2.89257], [2.03385, 0.60792, -1.64576], [3.05622, 1.51843, -1.39843], [0.88309, -0.97842, -3.19004], [0.70869, -1.55701, -4.47618], [-0.36072, -2.36053, -4.71567], [-1.30428, -2.61197, -3.69380], [-2.45423, -3.41234, -3.88056], [-3.33770, -3.60169, -2.85684], [-3.10450, -2.99869, -1.60285], [-1.99796, -2.22367, -1.39483], [-1.06926, -2.01355, -2.44069], [0.02551, -1.22823, -2.22105], [4.80376, 2.52099, -2.14757], [4.73753, 1.35221, -4.32824], [2.97716, -0.25362, -4.80779], [3.10643, 2.02816, -0.44186], [1.41190, -1.34872, -5.26657], [-0.50828, -2.80376, -5.69350], [-2.62308, -3.86883, -4.84840], [-4.21756, -4.21423, -3.00123], [-3.81072, -3.15785, -0.79753], [-1.81748, -1.76222, -0.43127], [-1.25945, 1.69275, -1.19420], [-2.77474, 1.31755, -0.50372], [-3.97658, 1.58632, -1.19903], [-5.19046, 1.26939, -0.65472], [-5.27228, 0.67082, 0.61555], [-4.10805, 0.43672, 1.27604], [-2.91489, 0.75922, 0.72308], [-3.89728, 2.03550, -2.17822], [-6.09524, 1.47802, -1.21161], [-6.21864, 0.40905, 1.06371], [-4.04166, -0.00261, 2.26155], [-1.21729, -0.08905, 2.95789], [-1.26852, -1.55466, 3.06738], [-0.15820, -2.17263, 3.91658], [1.17985, -2.10547, 3.34776], [-2.10122, 0.56332, 1.33508], [-0.26778, 0.22247, 2.76909], [-1.47589, 0.32375, 3.84853], [-1.21799, -1.97647, 2.05848], [-2.24548, -1.82614, 3.47664], [-0.39806, -3.22131, 4.10400], [-0.14417, -1.68379, 4.89528], [1.48235, -1.15865, 3.14896], [1.23392, -2.62619, 2.48078]], "de_lowest_kcal_mol": 6.8, "homo_energy_ev": -10.5, "total_charge": 1}

***

[5]
{"formula": "C4H6N2O", "method": "wB97M-V/def2-TZVPD", "symbols": ["N", "C", "C", "O", "N", "C", "C", "H", "H", "H", "H", "H", "H"], "coordinates": [[-1.70920, 1.11369, 0.14406], [-0.72065, 1.76688, 0.70777], [-0.21757, -1.38276, -0.39837], [-0.19321, -2.70190, -0.11483], [0.94089, -0.88290, 0.04325], [1.35118, 0.46590, -0.07058], [0.59883, 1.56699, 0.10112], [-1.58017, 0.42134, -0.60147], [-2.63363, 1.16964, 0.55880], [-1.01589, -3.07094, -0.45450], [1.63250, -1.53476, 0.41289], [2.41459, 0.56500, -0.27728], [1.13233, 2.50380, -0.05087]], "de_lowest_kcal_mol": 98.8, "homo_energy_ev": -7.8}

***

Which formula does entry 2 have?
H4O2